Record 1
Density functional theory data (ωB97M-V with the def2-TZVPD basis set) for a 2-piece molecular cluster, C9H12NO4 overall.

Results
HOMO (spin up / spin down)   -4.08 / -4.08 eV
E_LUMO (spin up / spin down)   2.8592 / 2.8589 eV
Kohn-Sham gap (spin up / spin down)   6.94 / 6.94 eV
Charge   -1

```
26
Properties=species:S:1:pos:R:3:forces:R:3
C -0.040221 0.568910 2.250746 3.23 -4.10 3.92
N 0.574239 0.952862 -1.403743 1.11 2.54 -2.83
H -2.478035 0.806106 -0.731667 -3.16 2.95 -2.13
C -1.909176 -0.989326 0.243732 -3.27 -1.65 -0.82
H 0.175535 1.779686 -1.973589 0.61 -1.32 1.84
H 1.145365 -0.971913 -1.597567 -0.53 -0.75 -0.55
H 0.606126 0.556028 3.292516 -1.16 -0.04 -2.47
O 4.336655 -0.469113 0.359054 -0.92 -0.62 0.69
O 3.237187 0.938497 -0.858346 0.05 -0.33 0.85
H 2.533568 -0.501845 1.964405 0.04 -0.77 2.13
O -0.913022 2.849058 1.259652 -0.11 0.18 0.04
C 3.245104 0.065181 0.231174 2.87 1.52 -3.13
H -0.270029 -0.342489 -2.696484 0.47 -1.07 0.02
C 2.157664 -0.046134 1.117924 -3.21 1.81 -0.67
C 0.209223 1.072870 -0.106333 -3.42 -0.31 -0.37
C -0.535601 2.477044 0.145984 0.71 0.16 -0.35
C 0.743566 -0.218065 -2.276964 -2.38 0.33 3.91
H -0.712689 -0.340267 2.394419 0.92 1.11 -0.68
O -0.594493 3.074319 -0.926496 -0.61 1.27 -1.22
H -0.590377 1.422171 2.313613 -1.57 2.11 -0.23
C -1.851733 0.212983 -0.267596 5.91 -2.72 3.56
C 0.890848 0.548061 1.060787 0.43 -2.16 0.27
H -2.876838 -1.679601 0.255420 1.46 1.53 -0.26
H 1.435651 -0.052179 -3.004124 1.95 0.75 -2.06
H 2.502371 1.566495 -0.859672 -0.48 -0.44 -0.03
H -1.112511 -1.586025 0.608330 1.05 0.03 0.54
```
Positions in Å, forces in eV/Å.

Charges obtained by Mulliken population analysis, quoted in units of e: atom 1 (C): -1.482, atom 2 (N): -0.411, atom 3 (H): 0.558, atom 4 (C): -0.505, atom 5 (H): 0.265, atom 6 (H): 0.301, atom 7 (H): 0.289, atom 8 (O): -0.661, atom 9 (O): -0.550, atom 10 (H): 0.476, atom 11 (O): -0.767, atom 12 (C): 0.207, atom 13 (H): 0.384, atom 14 (C): -0.773, atom 15 (C): 0.608, atom 16 (C): 0.639, atom 17 (C): -0.990, atom 18 (H): 0.210, atom 19 (O): -0.794, atom 20 (H): 0.382, atom 21 (C): -0.693, atom 22 (C): 1.108, atom 23 (H): 0.140, atom 24 (H): 0.299, atom 25 (H): 0.411, atom 26 (H): 0.347

---

Record 2
Density functional theory data (ωB97M-V with the def2-TZVPD basis set) for C37H100BeNO14 as an isolated structure.

Results
HOMO   -9.56 eV
E_LUMO   -7.5290 eV
Kohn-Sham gap   2.03 eV
Charge   +1

```
153
Properties=species:S:1:pos:R:3:forces:R:3
H 1.967007 -12.105126 36.271209 0.07 -0.11 -0.29
H 0.216179 -11.884339 36.086796 0.06 0.55 0.12
H 4.040365 4.575677 25.990621 0.04 -0.03 0.19
H 10.874153 -17.024128 31.309118 0.49 0.06 -0.10
O -3.586546 -7.823932 31.762178 -0.10 0.05 0.13
H -0.719801 -7.038356 23.128065 0.49 -0.18 -0.12
C 17.467752 -6.719465 34.752949 1.13 0.25 0.15
C -2.684985 -8.133649 30.685874 -1.04 0.16 1.09
H -0.658180 -8.830253 23.547051 0.43 0.24 -0.16
C 5.178913 -6.172283 29.037017 1.03 1.57 -0.92
O 14.444788 0.581338 37.666826 -0.21 0.89 0.62
H 13.552610 -1.058794 35.574952 -0.07 -0.05 0.56
H 8.299230 -4.653989 28.335494 0.77 0.45 0.99
H 14.407378 -4.205950 22.185240 -0.29 0.06 0.07
H 1.915616 -9.676360 36.219251 -0.62 0.18 -0.69
O 7.674295 4.329179 30.035047 -0.11 0.64 1.00
H -2.229675 -3.105318 35.226805 -0.19 0.01 0.01
C 12.518264 -4.123365 21.505663 0.02 1.97 0.78
H 16.612574 -6.542920 34.100562 -0.04 0.55 0.30
H 8.317559 4.500071 29.343222 0.07 0.10 -0.05
H 10.012136 -17.781227 29.990341 -0.18 0.03 0.08
H 12.459981 -2.182098 20.405238 0.36 -0.34 -0.29
C -1.499938 -2.296636 35.266976 0.58 -0.39 0.62
H 7.855642 2.929928 33.049131 -0.04 0.32 0.35
H 3.515975 1.864819 27.361333 0.52 0.25 -0.34
O 18.957823 -6.398177 32.958390 0.58 0.78 -0.87
H 4.653261 -7.546535 30.489742 0.81 -0.32 0.62
H -2.192361 -9.884461 29.532738 -0.05 0.35 -0.84
H 5.312383 -10.199555 29.739054 -0.17 0.38 0.03
C -3.071334 -9.446679 30.005856 0.69 -0.17 0.09
H 2.037853 -8.611271 38.343696 -0.09 -0.02 0.23
C 2.148536 -9.691534 38.249444 0.60 -1.19 -0.78
H 11.679739 -16.110983 27.094272 -0.12 0.16 0.13
C 7.354515 3.530280 32.289814 1.28 0.19 -0.80
H 7.769912 -5.905530 27.630714 0.25 -1.25 -0.25
C 1.342369 -10.142843 37.020428 -0.93 -1.40 0.14
H 10.569924 -13.201315 38.357079 0.42 0.52 0.09
C 6.282982 -5.452246 29.817077 0.48 -0.41 0.15
H 20.741505 -5.438436 34.971423 -0.35 0.60 0.05
H 2.689747 1.742118 25.770512 0.11 0.13 -0.01
H 6.038172 -9.437291 31.180217 0.11 -0.09 -0.09
H 9.833146 2.339165 31.524265 -0.23 -0.29 0.35
H 6.596075 -7.821759 27.157872 -0.09 0.19 0.14
H 10.082071 -15.555143 27.759847 0.27 0.28 0.03
Be 14.377110 -10.933375 28.074311 -0.03 0.01 0.00
C 11.984458 -2.642722 21.271164 1.28 -0.89 -1.20
C 2.632437 2.138046 26.784442 0.12 -1.10 0.53
C 1.077021 -11.660900 36.716964 2.11 0.32 0.83
H 10.532993 -10.882564 24.567296 -0.22 0.01 -0.04
O 13.947137 -4.258530 21.344398 -0.90 0.00 -0.47
H -2.334778 -7.692263 21.323970 -0.05 -0.09 -0.70
H -1.472001 -1.345568 37.033862 -0.23 -0.06 -0.22
H 6.621270 2.865077 31.833797 -0.17 0.35 -0.13
H 5.505827 -9.152197 27.289401 -0.38 0.01 1.08
H -1.941401 -1.373192 34.892191 -0.06 -0.12 -0.33
H 18.535523 -4.875753 34.301541 -0.23 0.06 -0.68
H 9.726920 -16.066706 30.417570 -0.45 -0.17 -0.06
O 2.739630 4.189317 28.030329 0.08 0.51 2.20
H 6.996834 -10.405402 29.982774 0.24 0.20 0.27
H 1.221527 3.572493 26.954755 -0.14 1.08 -0.70
O 0.004659 -9.686101 37.157365 0.09 1.09 0.17
H 14.867312 -0.666128 34.587560 0.55 0.15 0.16
H -3.286627 -10.268552 30.688699 -0.35 0.42 0.64
H 19.674273 -6.134959 36.221596 -0.08 0.30 -0.01
C 10.891661 -16.281814 27.827656 -0.43 -1.40 0.97
C 9.250747 2.815164 30.735378 1.08 -0.63 1.08
C 8.439145 -5.726288 28.472205 -1.18 0.75 -0.53
C 15.189303 -0.113757 36.709400 0.62 -0.22 -0.40
C 6.190951 -9.686432 30.130130 0.86 0.16 -0.76
H 17.638954 -7.789710 34.637370 0.33 -0.22 0.17
O 14.814422 -6.498891 29.225341 -0.14 -0.24 -0.06
C 10.836255 -12.304041 36.343051 -1.34 0.05 1.58
H 2.523382 5.409875 25.636688 0.10 0.11 0.28
H 14.226815 -5.959930 29.754926 -0.10 0.11 0.17
C 18.748089 -5.944454 34.273161 -2.08 -1.03 0.44
H -2.818658 -7.227374 30.095180 0.31 -0.42 -0.69
H 10.055277 3.104600 30.059308 -0.39 0.27 -0.51
H 9.473187 -6.023128 28.296863 -0.31 -0.23 0.30
H 8.981824 4.807105 31.634559 0.19 -0.02 -0.10
H 12.289622 -1.959067 22.063367 -0.61 -0.25 0.37
O -1.978871 -9.749310 21.534423 0.10 -0.42 -0.52
H 10.941146 -2.630068 20.955802 -0.23 0.00 0.82
H 3.699589 4.196366 28.034175 0.14 0.03 0.09
H -2.112677 -7.892000 23.594840 -0.26 -0.16 -0.01
H 0.328113 -1.708808 34.518455 0.33 0.08 0.07
H 1.964355 -10.239206 39.173681 -0.38 0.17 0.03
C 8.424211 3.954198 31.247643 -1.62 -0.43 -1.28
C 2.306917 3.614638 26.863953 0.48 -0.62 -1.54
H 20.473405 -7.058040 34.990503 -0.50 -0.58 -0.13
H 6.528780 -4.442501 29.488287 -0.29 -0.02 -0.46
C -0.230263 -2.644914 34.522713 0.04 1.57 -0.98
H 3.190482 -9.878417 37.989608 0.24 0.10 0.25
H 15.588693 -0.986745 37.225628 -0.09 -0.65 -0.62
H 10.294753 -10.600749 37.520886 -0.57 -0.18 0.47
C 6.422476 -8.377193 29.274972 -3.38 -1.49 0.96
H 17.306036 -6.540784 35.815964 -0.51 0.11 -0.11
C 11.448142 -16.346827 29.281793 -0.75 -1.73 -2.01
C 19.922795 -6.132790 35.160303 1.68 -0.75 0.63
H 5.442847 -6.159690 27.979528 0.12 0.06 -0.22
C -1.547103 -8.402900 21.574309 -0.12 0.08 1.71
C 9.865300 -11.135115 36.673470 1.38 -0.20 -0.12
C 2.988616 4.430031 25.744219 -0.93 0.09 -0.67
H 11.797711 -11.289198 23.841327 0.15 -0.08 -0.22
H -3.935841 -9.346177 29.349636 0.28 0.02 -0.14
H 4.186172 -7.969001 28.980612 0.69 -0.96 -0.59
H 11.525617 -14.168716 37.278991 -0.18 -0.18 -0.19
H 4.229787 -5.636318 29.040766 0.03 0.01 0.49
H 9.731942 -14.126101 37.272556 -0.04 0.09 -1.00
H 13.838540 0.605425 35.206565 0.19 0.17 0.14
H 0.456072 -3.370306 34.959567 -0.66 -0.37 -0.01
H 12.248257 -4.292267 22.548102 0.01 -0.60 0.06
H 2.981580 4.019211 24.734637 -0.22 -0.44 0.07
H -1.672566 -8.123093 31.089614 0.23 -0.25 -0.23
C 8.428290 -5.691228 31.064327 1.28 -0.52 0.18
H -0.460616 -2.774380 33.465222 0.15 -0.70 -0.06
H 11.870520 -11.971359 36.430948 0.08 0.22 0.44
C 10.643286 -13.530072 37.320432 0.41 0.85 0.17
H 10.416326 -17.245142 27.642840 0.14 -0.19 -0.46
O 8.892775 -8.371149 29.568554 -7.95 4.55 1.64
H 11.981872 -4.837271 20.880583 0.36 0.04 -0.14
C 14.347342 -0.318829 35.480371 -0.65 -0.63 -0.75
O 11.721860 -15.064678 29.571327 1.27 3.27 1.40
C 6.388375 -8.711165 27.752766 2.40 0.25 -0.74
H 1.868447 1.564061 27.308792 -0.28 -0.01 -0.09
H 9.932055 -10.380376 35.889876 -0.16 -0.07 -0.38
H -3.360454 -8.326233 32.548424 0.04 -0.16 -0.04
H 8.165446 -4.660334 31.301535 0.06 -0.13 -0.11
H 9.509941 -5.794273 30.977532 0.10 0.39 -0.44
H 6.938055 4.458093 32.682010 -0.36 -0.42 0.22
H 7.218677 -9.371173 27.501582 0.08 -0.18 0.16
H -0.717988 -8.359301 20.868077 -0.04 0.23 0.18
H 15.118880 1.132544 38.071010 -0.50 0.28 0.57
N 7.656371 -7.653220 29.740944 5.87 -3.80 -3.47
H 15.461229 -5.882493 28.881926 0.24 0.12 -0.10
H 8.556543 2.099460 30.294989 0.30 -0.09 -0.14
O 10.681468 -12.710978 35.033370 -0.18 -1.38 -1.75
O 11.461143 -11.068246 24.709738 0.07 0.07 0.26
H 11.463611 -14.943248 30.487934 0.38 0.52 0.10
H 8.276856 -6.321997 31.940273 -0.86 -0.01 -0.06
H 0.994559 -12.180562 37.671566 -0.44 -0.02 0.05
C 7.710358 -6.140783 29.785827 -0.20 0.37 0.56
C -1.183399 -8.020899 23.039917 -0.51 -0.08 -0.48
H 18.848649 -7.351923 32.951856 0.07 -0.06 0.05
C 5.070330 -7.576788 29.483144 -0.20 0.60 0.91
H -2.801903 -9.910644 22.001525 -0.04 0.39 0.10
C 10.478295 -16.848825 30.308790 -0.91 -0.68 -0.11
H 6.004969 -5.264159 30.854102 -0.16 -0.55 0.16
H 16.061626 0.484297 36.445804 0.17 0.07 -0.27
H 10.215611 -12.101213 34.456502 0.04 0.25 0.46
O -1.065719 -2.100260 36.601453 0.04 -0.01 0.89
H 12.341432 -16.971325 29.269747 0.30 -0.15 0.03
H 0.044036 -9.196068 37.981931 -0.71 0.33 -0.05
H 8.829732 -11.452906 36.794698 0.14 0.01 0.22
```
Positions in Å, forces in eV/Å.

These are the Mulliken partial charges, in e, on atoms 1 to 99: atom 1 (H): 0.329, atom 2 (H): 0.332, atom 3 (H): 0.307, atom 4 (H): 0.350, atom 5 (O): -0.522, atom 6 (H): 0.319, atom 7 (C): -1.249, atom 8 (C): -0.240, atom 9 (H): 0.288, atom 10 (C): -0.792, atom 11 (O): -0.505, atom 12 (H): 0.271, atom 13 (H): 0.436, atom 14 (H): 0.303, atom 15 (H): 0.127, atom 16 (O): -0.532, atom 17 (H): 0.220, atom 18 (C): -0.191, atom 19 (H): 0.320, atom 20 (H): 0.290, atom 21 (H): 0.354, atom 22 (H): 0.293, atom 23 (C): -0.129, atom 24 (H): 0.346, atom 25 (H): 0.264, atom 26 (O): -0.543, atom 27 (H): 0.379, atom 28 (H): 0.313, atom 29 (H): 0.390, atom 30 (C): -0.861, atom 31 (H): 0.436, atom 32 (C): -1.493, atom 33 (H): 0.309, atom 34 (C): -1.203, atom 35 (H): 0.334, atom 36 (C): 0.622, atom 37 (H): 0.345, atom 38 (C): -1.352, atom 39 (H): 0.324, atom 40 (H): 0.312, atom 41 (H): 0.418, atom 42 (H): 0.348, atom 43 (H): 0.325, atom 44 (H): 0.309, atom 45 (Be): 0.071, atom 46 (C): -0.952, atom 47 (C): -1.160, atom 48 (C): -1.160, atom 49 (H): 0.305, atom 50 (O): -0.525, atom 51 (H): 0.218, atom 52 (H): 0.300, atom 53 (H): 0.325, atom 54 (H): 0.388, atom 55 (H): 0.269, atom 56 (H): 0.238, atom 57 (H): 0.409, atom 58 (O): -0.520, atom 59 (H): 0.415, atom 60 (H): 0.257, atom 61 (O): -0.541, atom 62 (H): 0.331, atom 63 (H): 0.289, atom 64 (H): 0.330, atom 65 (C): -1.257, atom 66 (C): -1.291, atom 67 (C): -1.406, atom 68 (C): -0.191, atom 69 (C): -1.536, atom 70 (H): 0.348, atom 71 (O): -0.633, atom 72 (C): 0.563, atom 73 (H): 0.303, atom 74 (H): 0.308, atom 75 (C): 0.506, atom 76 (H): 0.227, atom 77 (H): 0.392, atom 78 (H): 0.398, atom 79 (H): 0.236, atom 80 (H): 0.269, atom 81 (O): -0.531, atom 82 (H): 0.317, atom 83 (H): 0.324, atom 84 (H): 0.300, atom 85 (H): 0.280, atom 86 (H): 0.369, atom 87 (C): 0.474, atom 88 (C): 0.397, atom 89 (H): 0.307, atom 90 (H): 0.616, atom 91 (C): -1.028, atom 92 (H): 0.372, atom 93 (H): 0.252, atom 94 (H): 0.347, atom 95 (C): 1.112, atom 96 (H): 0.343, atom 97 (C): 0.684, atom 98 (C): -1.270, atom 99 (H): 0.321

---

The records above give, respectively, max |F| values of 7.42; 9.30 eV/Å.
The records above give, respectively, E_tot values of -19204.580; -70527.383 eV.